Below is a molecular structure, C23H18Cl2IrN5O7S3 at a distorted geometry, with properties calculated with ωB97M-V with the def2-TZVPD basis set.

Calculated values
total charge = +1
multiplicity = 2
ΔE to the lowest compared entry with this formula, charge and spin = 0.00 kJ/mol

Geometry as XYZ:
```
59
Properties=species:S:1:pos:R:3:lowdin_spin:R:1
Ir -0.077 -0.414 -0.341 0.049
C -0.562 -3.638 3.141 0.000
C -0.861 -2.979 1.834 0.000
N -0.277 -3.129 0.731 0.001
N 0.796 -3.853 0.404 0.000
C 1.204 -3.591 -0.866 0.001
N 2.111 -4.402 -1.407 0.000
S 0.540 -2.298 -1.735 0.002
C -1.965 -1.999 1.653 0.000
C -3.041 -2.006 2.518 0.000
C -4.152 -1.213 2.258 0.000
C -4.144 -0.445 1.118 0.000
C -3.003 -0.431 0.329 0.000
N -1.917 -1.167 0.575 0.000
H 0.213 -4.395 3.033 0.000
H -1.444 -4.130 3.550 0.000
H -0.221 -2.897 3.867 0.000
H 1.243 -4.543 0.999 0.000
H 2.314 -5.310 -1.022 0.000
H 2.455 -4.188 -2.329 0.000
H -3.026 -2.657 3.379 0.000
H -4.999 -1.217 2.929 0.000
H -4.982 0.177 0.839 0.000
H -2.947 0.211 -0.533 0.000
O 0.377 1.041 -3.112 0.000
S -1.050 0.898 -3.022 0.000
O -1.737 0.472 -4.198 0.000
O -1.379 -0.053 -1.853 0.001
C -1.749 2.464 -2.500 0.000
C -2.635 3.012 -3.413 0.000
C -3.245 4.239 -3.175 0.000
C -2.973 4.923 -2.010 0.000
C -2.095 4.377 -1.080 0.000
C -1.473 3.161 -1.307 0.000
S -0.377 2.650 0.016 0.000
O 0.951 2.499 -0.529 0.001
O -0.516 3.573 1.099 0.000
O -0.930 1.273 0.441 0.002
H -2.842 2.464 -4.320 0.000
H -3.930 4.645 -3.907 0.000
H -3.440 5.877 -1.808 0.000
H -1.880 4.897 -0.157 0.000
Cl 1.809 -0.531 4.272 0.058
C 2.625 -0.031 2.869 0.168
C 3.894 0.503 2.925 -0.009
C 4.548 0.884 1.760 0.217
Cl 6.118 1.519 1.886 0.090
C 3.945 0.745 0.466 0.007
C 4.573 1.066 -0.744 0.029
C 3.891 0.825 -1.909 -0.007
C 2.585 0.332 -1.879 0.018
N 1.947 0.080 -0.744 0.018
C 2.640 0.254 0.408 0.043
C 1.953 -0.169 1.613 0.088
O 0.801 -0.658 1.515 0.222
H 4.389 0.623 3.878 -0.003
H 5.576 1.469 -0.753 0.002
H 4.339 1.034 -2.868 -0.001
H 2.032 0.157 -2.781 0.000
```

---

Below is a molecular structure, C18H58N2O10 at a distorted geometry, with properties calculated with ωB97M-V with the def2-TZVPD basis set.

Calculated values
total charge = 0
ΔE to the lowest compared entry with this formula, charge and spin = 4678.82 kJ/mol

Geometry as XYZ:
```
88
Properties=species:S:1:pos:R:3:mulliken_charge:R:1
C 0.417 -2.034 -1.869 0.063
C 1.066 -1.404 -3.078 -1.306
O 0.543 -0.117 -3.309 -0.525
H -0.628 -2.323 -1.977 0.673
H 0.593 -1.379 -1.016 -0.537
H 0.925 -2.920 -1.487 0.200
H 0.987 -2.069 -3.938 0.498
H 2.120 -1.277 -2.831 0.385
H 0.453 0.019 -4.255 0.610
C -0.722 -0.130 4.080 -1.097
C 0.272 -0.996 3.255 -0.378
O -0.324 -1.017 1.995 -0.201
H -0.890 0.878 3.699 0.162
H -0.458 -0.078 5.136 0.496
H -1.670 -0.667 4.070 0.383
H 0.237 -2.029 3.600 0.442
H 1.307 -0.656 3.258 0.254
H -0.331 -0.102 1.704 -0.797
C 2.694 1.538 0.237 -0.225
C 3.609 0.466 -0.339 -1.135
O 3.598 -0.623 0.548 -0.602
H 2.587 2.320 -0.514 0.506
H 3.036 1.931 1.195 0.494
H 1.707 1.104 0.398 -1.733
H 4.619 0.850 -0.480 0.631
H 3.256 0.206 -1.337 0.083
H 4.375 -1.161 0.376 0.375
C 0.093 2.946 -1.419 -1.492
C 0.742 3.955 -0.484 -0.951
O 1.000 5.104 -1.213 -0.578
H -0.167 2.025 -0.898 -0.406
H 0.713 2.592 -2.243 0.618
H -0.814 3.391 -1.828 0.811
H 1.747 3.700 -0.150 0.442
H 0.106 4.203 0.366 0.262
H 1.325 5.706 -0.540 0.480
C 0.913 2.317 1.724 -2.207
C -0.546 2.054 1.945 -0.120
O -0.911 0.829 1.424 -0.938
H 1.513 1.514 2.152 0.548
H 1.319 3.246 2.126 0.279
H 1.074 2.440 0.653 0.006
H -1.263 2.797 1.595 0.044
H -0.828 2.013 2.997 0.378
H -1.841 0.636 1.568 1.070
C -0.501 -2.012 0.038 -0.391
C -0.770 -2.850 1.276 -0.005
C -0.757 -4.440 1.029 -1.479
O -1.568 -4.820 -0.051 -0.292
C -1.672 -6.258 -0.299 -0.833
N 0.289 -2.651 2.206 -0.836
H -0.337 -0.951 0.227 0.702
H -1.289 -2.113 -0.708 0.891
H 0.414 -2.444 -0.366 0.886
H -1.727 -2.528 1.687 0.408
H -1.223 -4.834 1.932 0.436
H 0.264 -4.753 0.812 0.409
H -2.256 -6.488 -1.190 0.268
H -2.146 -6.820 0.505 0.315
H -0.720 -6.768 -0.448 0.319
H 0.248 -1.671 2.446 0.614
H 1.189 -2.690 1.749 0.185
C -2.197 0.840 -3.044 -2.115
C -1.367 0.927 -1.739 0.589
C -2.084 1.466 -0.476 -0.571
O -2.639 2.723 -0.828 -0.284
C -3.333 3.402 0.175 -0.867
N -0.751 -0.403 -1.675 -0.719
H -2.864 1.675 -3.261 0.486
H -2.903 0.010 -3.030 0.401
H -1.511 0.742 -3.885 0.249
H -0.490 1.562 -1.865 1.913
H -1.491 1.460 0.439 -1.829
H -2.960 0.844 -0.295 1.223
H -4.358 3.039 0.101 0.318
H -3.309 4.477 -0.003 0.302
H -2.948 3.122 1.155 0.400
H -0.026 -0.303 -0.979 -0.598
H -0.327 -0.577 -2.576 0.163
O 1.452 1.110 -1.954 -0.852
H 1.109 0.870 -1.093 2.189
H 1.050 0.483 -2.556 0.888
O 0.418 0.519 -0.284 -1.894
H 0.174 0.929 0.545 2.036
H 0.993 -0.205 -0.034 0.606
O 1.446 -0.999 0.357 -0.950
H 1.672 -1.908 0.550 0.898
H 2.254 -0.511 0.515 0.455
```

---

Below is a molecular structure, C22H34N2O3 at a distorted geometry, with properties calculated with ωB97M-V with the def2-TZVPD basis set.

Calculated values
total charge = 0
ΔE to the lowest compared entry with this formula, charge and spin = 2437.12 kJ/mol

Geometry as XYZ:
```
61
Properties=species:S:1:pos:R:3:mulliken_charge:R:1
C 2.499 3.398 -0.978 -1.123
C 1.040 3.372 -1.556 -0.603
O 0.373 2.109 -1.296 -0.076
C -0.747 1.975 -1.904 -2.478
C -1.104 0.731 -1.589 1.432
C -1.938 0.221 -0.694 -0.949
C -2.186 -1.174 -0.392 0.655
C -1.864 -1.994 -1.204 -0.245
C -0.952 -1.729 -2.255 -0.240
C -0.577 -0.482 -2.416 0.571
O 0.168 -0.200 -3.640 -0.458
C 0.685 -1.022 -4.517 -0.903
H 1.377 -0.390 -4.995 0.313
H 1.326 -1.895 -3.902 0.183
H -0.131 -1.497 -4.869 0.508
H -0.393 -2.715 -2.790 0.111
H -1.945 -3.123 -0.830 0.136
C -3.312 -1.476 0.673 -1.491
N -3.138 -1.388 2.054 0.357
C -1.708 -2.179 2.338 -1.055
C -0.514 -1.061 2.321 0.827
C -0.662 -0.126 3.169 0.276
C -2.023 0.691 2.763 -0.142
C -3.095 -0.332 2.737 -0.832
H -4.279 0.496 2.293 0.260
H -3.455 -0.492 3.887 0.105
H -2.075 1.684 3.631 0.242
H -1.940 1.154 1.767 -0.093
C 0.608 0.869 3.436 -0.938
H 1.305 0.344 4.068 0.489
C 1.007 1.421 2.092 -0.772
C 2.122 0.552 1.626 0.823
O 2.875 -0.201 2.386 -0.802
N 2.243 0.343 0.365 1.053
C 3.170 -0.541 -0.329 -0.007
C 2.478 -1.838 -1.276 -0.835
C 3.132 -0.353 -1.828 -1.127
H 4.311 -0.827 -2.264 0.186
H 2.548 0.144 -2.390 0.624
H 3.214 -2.746 -1.338 0.198
H 1.633 -1.990 -1.142 0.575
H 4.121 -0.929 0.134 0.443
H 1.606 0.795 -0.327 -1.010
H 0.498 1.662 1.443 0.407
H 1.644 2.412 2.222 0.486
H 0.138 1.802 4.233 0.327
H -0.911 -0.393 4.438 0.119
H 0.411 -1.729 2.871 0.329
H -0.457 -0.744 1.303 -0.925
H -1.558 -2.941 1.554 0.404
H -1.932 -2.450 3.380 0.462
H -3.821 -2.433 0.466 0.318
H -4.463 -0.742 0.666 0.334
H -2.456 0.960 -0.051 0.361
H -0.622 2.026 -2.904 0.806
H -1.457 2.422 -1.550 0.794
H 0.501 4.304 -1.314 0.363
H 1.284 3.455 -2.838 0.288
H 2.879 4.376 -1.300 0.416
H 2.447 3.109 0.201 0.093
H 3.106 2.774 -1.294 0.431
```

---

Below is a molecular structure, C31H48O2P2Tl at a distorted geometry, with properties calculated with ωB97M-V with the def2-TZVPD basis set.

Calculated values
total charge = +1
ΔE to the lowest compared entry with this formula, charge and spin = 16.77 kJ/mol

Geometry as XYZ:
```
84
Properties=species:S:1:pos:R:3:mulliken_charge:R:1
Tl 2.406 1.439 2.670 0.755
C -0.905 -1.532 -0.780 0.536
C -0.324 -0.938 -1.944 0.542
C 1.373 -1.855 -0.695 0.719
C 0.158 -2.096 -0.008 1.245
C 1.084 -1.153 -1.893 0.585
C -2.347 -1.524 -0.426 -1.350
H -2.953 -1.266 -1.312 0.343
H -2.580 -0.778 0.353 -0.047
H -2.646 -2.505 -0.030 0.492
C 0.121 -2.866 1.247 -1.218
H 0.548 -2.257 2.088 0.067
H 0.725 -3.775 1.133 0.512
H -0.920 -3.149 1.510 0.328
C 2.682 -2.369 -0.242 -1.709
H 2.688 -3.463 -0.386 0.345
H 2.836 -2.171 0.831 0.344
H 3.500 -1.934 -0.826 0.402
C 2.068 -0.680 -2.888 -1.244
H 1.846 -1.067 -3.894 0.349
H 3.067 -1.020 -2.601 0.420
H 2.084 0.420 -2.940 0.060
C -0.994 -0.137 -2.997 -1.287
H -0.651 -0.431 -3.997 0.475
H -0.740 0.931 -2.889 -0.154
H -2.085 -0.215 -2.942 0.388
C -1.868 2.059 -0.278 0.216
C -2.683 2.433 -1.283 -1.379
C -2.441 3.304 -2.466 -0.676
C -1.185 4.215 -2.454 -0.936
C 0.046 3.439 -2.849 -0.812
C 0.880 2.749 -2.054 -0.848
C 0.621 2.247 -0.650 2.724
C -0.613 2.753 0.127 -1.304
H -3.344 3.914 -2.599 0.559
H -1.091 4.751 -1.499 0.288
H -2.396 2.675 -3.375 0.275
H -0.724 3.834 0.064 0.732
H -2.188 1.237 0.364 0.440
H -3.708 2.028 -1.269 0.367
H -0.475 2.540 1.205 0.601
H 0.605 1.152 -0.653 -1.331
H 1.830 2.369 -2.457 0.555
H 1.529 2.469 -0.071 -0.477
H -1.355 4.981 -3.231 0.470
H 0.359 3.536 -3.904 0.316
P 3.182 4.034 2.191 0.565
P 5.725 2.605 1.414 0.377
C 4.681 5.120 2.239 -0.944
C 5.972 4.301 2.168 -1.009
H 4.641 5.685 3.179 0.446
H 4.608 5.851 1.417 0.429
H 6.750 4.821 1.596 0.564
H 6.380 4.115 3.172 0.435
C 7.541 2.264 1.449 -1.208
H 7.766 1.365 0.865 0.381
H 7.872 2.106 2.483 0.369
H 8.098 3.114 1.026 0.357
C 5.727 3.166 -0.350 -1.081
H 6.430 4.004 -0.473 0.361
H 4.728 3.472 -0.683 0.194
H 6.064 2.324 -0.971 0.411
C 2.446 4.392 3.832 -1.764
H 1.452 3.933 3.910 0.518
H 2.380 5.481 3.956 0.452
H 3.091 3.971 4.614 0.415
C 2.092 4.986 1.073 -0.598
H 2.683 5.370 0.233 0.397
H 1.660 5.821 1.639 0.476
H 1.282 4.361 0.675 -0.399
O -0.234 1.718 3.445 -0.788
C -0.394 0.476 3.246 0.582
O 0.561 -0.321 2.918 -0.876
C -1.771 -0.119 3.454 0.349
C -1.988 -1.512 3.445 -0.395
C -3.294 -2.011 3.314 -0.692
C -4.378 -1.132 3.543 -0.464
C -4.158 0.212 3.852 -0.511
C -2.854 0.716 3.800 -0.397
H -1.159 -2.184 3.590 0.728
H -3.466 -3.068 3.097 0.463
H -5.394 -1.540 3.544 0.391
H -4.978 0.871 4.159 0.413
H -2.646 1.756 4.082 0.375
```

---

Below is a molecular structure, BrHgO8PV2 at a distorted geometry, with properties calculated with ωB97M-V with the def2-TZVPD basis set.

Calculated values
total charge = 0
ΔE to the lowest compared entry with this formula, charge and spin = 0.00 kJ/mol

Geometry as XYZ:
```
13
Properties=species:S:1:pos:R:3:mulliken_charge:R:1
Hg -0.136 2.336 -0.104 0.854
O -0.996 -2.871 0.152 -0.587
V -1.067 -1.488 0.890 1.516
O -2.422 -1.515 1.614 -0.521
O 0.172 -1.423 -4.829 -0.506
V 0.930 -0.514 -3.816 1.423
O 1.798 0.619 -4.521 -0.559
Br -0.386 -0.146 -1.553 -0.128
P 0.442 0.949 2.549 0.973
O 1.127 2.158 1.758 -0.662
O -0.504 1.584 3.499 -0.592
O 1.421 -0.029 3.047 -0.631
O -0.379 0.340 1.316 -0.581
```

---

Below is C27H34N4O5S in the gas phase, with properties calculated with ωB97M-V with the def2-TZVPD basis set.

Calculated values
total charge = 0
ΔE to the lowest compared entry with this formula, charge and spin = 18.88 kJ/mol
structure (SMILES) = CCN(CC)C(=O)c1sc2c(c1C)c(=O)n(-c1ccc(C)c(C)c1)c(=O)n2CC(=O)NC[C@@H]1CCCO1

Geometry as XYZ:
```
71
Properties=species:S:1:pos:R:3:mulliken_charge:R:1
C -7.273 -0.279 -1.099 -1.066
C -6.990 1.013 -0.340 -0.773
N -5.626 1.064 0.160 0.194
C -5.416 0.901 1.580 -0.757
C -5.574 -0.546 2.044 -1.085
C -4.658 1.367 -0.733 0.448
O -4.909 1.660 -1.889 -0.638
C -3.245 1.328 -0.266 0.786
S -2.559 -0.148 0.384 -0.065
C -1.005 0.586 0.456 0.761
C -1.013 1.886 -0.006 0.370
C -2.309 2.304 -0.442 -0.875
C -2.598 3.660 -0.982 -1.738
C 0.221 2.643 -0.037 0.664
O 0.359 3.786 -0.406 -0.629
N 1.331 1.897 0.402 0.393
C 2.607 2.555 0.350 -0.781
C 2.866 3.622 1.191 -0.495
C 4.095 4.251 1.116 -1.370
C 5.070 3.829 0.224 1.492
C 6.394 4.526 0.167 -1.488
C 4.801 2.747 -0.621 0.893
C 5.829 2.267 -1.598 -1.810
C 3.565 2.124 -0.552 -0.328
C 1.341 0.603 0.852 0.741
O 2.358 0.026 1.188 -0.727
N 0.114 -0.035 0.920 0.204
C 0.061 -1.385 1.446 -1.992
C 0.311 -2.440 0.352 1.279
O -0.558 -3.198 -0.021 -0.709
N 1.553 -2.378 -0.157 0.169
C 2.052 -3.406 -1.034 -1.386
C 2.866 -4.454 -0.239 0.371
C 3.083 -5.728 -1.063 -0.779
C 1.814 -6.538 -0.764 -0.636
C 1.262 -5.896 0.525 -0.310
O 2.173 -4.878 0.910 -0.479
H -7.114 -1.149 -0.467 0.263
H -8.301 -0.282 -1.451 0.391
H -6.611 -0.346 -1.959 0.301
H -7.670 1.119 0.508 0.403
H -7.131 1.860 -1.019 0.372
H -6.140 1.532 2.108 0.427
H -4.417 1.264 1.830 0.425
H -4.901 -1.197 1.491 0.278
H -6.594 -0.888 1.893 0.349
H -5.339 -0.619 3.102 0.374
H -1.742 4.019 -1.548 0.385
H -2.766 4.359 -0.162 0.306
H -3.481 3.632 -1.614 0.418
H 2.113 3.960 1.886 0.493
H 4.299 5.088 1.768 0.309
H 7.204 3.830 0.382 0.330
H 6.567 4.938 -0.827 0.321
H 6.433 5.338 0.889 0.368
H 5.453 1.424 -2.171 0.374
H 6.103 3.063 -2.289 0.339
H 6.734 1.955 -1.077 0.355
H 3.343 1.290 -1.202 0.343
H 0.832 -1.480 2.215 0.365
H -0.927 -1.557 1.879 0.551
H 2.229 -1.779 0.306 0.193
H 1.183 -3.882 -1.493 0.501
H 2.681 -2.960 -1.808 0.333
H 3.797 -3.997 0.110 0.471
H 3.209 -5.516 -2.123 0.319
H 3.967 -6.252 -0.701 0.338
H 2.038 -7.593 -0.620 0.329
H 1.091 -6.450 -1.573 0.277
H 1.202 -6.599 1.359 0.418
H 0.270 -5.460 0.359 0.129
```